## one
{
  "formula": "C2H3N3O2",
  "method": "wB97M-V/def2-TZVPD",
  "total_charge": 0,
  "orbital_gap_ha": 0.3129,
  "lumo_energy_ev": 0.02,
  "elements": ["O", "O", "N", "N", "N", "C", "C", "H", "H", "H"],
  "xyz": [[-1.23132, -1.08176, -1.30384], [0.68791, 0.78409, 0.83362], [-0.91397, -0.30283, 1.94243], [1.53129, 0.89544, -0.47765], [0.87681, 0.21496, -1.24464], [-0.38253, -0.21712, -0.69751], [-0.36039, 0.21572, 0.65618], [-1.29764, -1.22206, 1.89721], [-0.00939, -0.52021, 2.60398], [-0.34715, -1.52094, -2.03233]],
  "lowdin_charge": [-0.028, 0.013, 0.099, 0.115, 0.032, -0.344, -0.378, 0.050, 0.164, 0.278]
}


## two
{
  "formula": "C2H3N3O2",
  "method": "wB97M-V/def2-TZVPD",
  "total_charge": 0,
  "orbital_gap_ha": 0.3521,
  "lumo_energy_ev": 0.59,
  "elements": ["O", "O", "N", "N", "N", "C", "C", "H", "H", "H"],
  "xyz": [[-0.48599, -1.64114, 1.62878], [-0.08526, 0.91113, -1.81401], [-0.60316, 0.58038, 0.80138], [0.71651, 1.34518, 0.37654], [0.58520, -0.89686, -0.34390], [-0.13589, -0.74867, 0.72714], [0.29985, 0.49612, -0.61710], [0.38547, 2.29156, 0.17811], [-0.50726, 0.17464, -2.28109], [-0.16946, -2.51234, 1.34415]],
  "lowdin_charge": [0.143, 0.135, 0.127, 0.140, 0.172, -0.523, -0.577, 0.116, 0.134, 0.133]
}


## three
{
  "formula": "C2H3N3O2",
  "method": "wB97M-V/def2-TZVPD",
  "smiles": "O=NCNC1=NO1",
  "total_charge": 0,
  "orbital_gap_ha": 0.2931,
  "lumo_energy_ev": -1.11,
  "elements": ["O", "O", "N", "N", "N", "C", "C", "H", "H", "H"],
  "xyz": [[-1.96285, -1.67940, 0.08647], [-0.44829, 1.95426, -0.49604], [-2.16755, -0.14949, 0.29849], [0.36369, 1.59526, 0.35858], [0.19275, -0.58391, -0.49078], [1.08518, 0.39432, 0.22336], [-1.08422, -0.63383, -0.09163], [1.94773, 0.55359, -0.43830], [1.51589, 0.05407, 1.29093], [0.55767, -1.50487, -0.74108]],
  "lowdin_charge": [-0.025, 0.031, 0.201, -0.043, 0.095, -0.181, -0.537, 0.132, 0.171, 0.154]
}


## four
{
  "formula": "C2H3N3O2",
  "method": "wB97M-V/def2-TZVPD",
  "total_charge": 0,
  "orbital_gap_ha": 0.3131,
  "lumo_energy_ev": 0.47,
  "elements": ["O", "O", "N", "N", "N", "C", "C", "H", "H", "H"],
  "xyz": [[-4.94601, -0.41687, -1.07371], [-3.74237, 0.19665, 0.80025], [-2.04302, 1.53605, -1.33013], [2.32913, 0.10083, 1.33192], [3.02264, 0.87200, 0.75795], [-4.32796, -0.10858, -0.13742], [-2.77910, 1.14293, -2.11355], [1.67262, -0.67432, 0.91140], [2.43509, -0.06035, 2.44552], [-3.47158, 0.86527, -2.84949]],
  "lowdin_charge": [0.173, 0.216, 0.098, -0.217, -0.039, -0.464, -0.079, 0.125, 0.131, 0.056]
}


Verdict on stability: three comes out at the bottom.


## one
{
  "formula": "C2H9NO",
  "method": "wB97M-V/def2-TZVPD",
  "smiles": "CCN.O",
  "total_charge": 0,
  "orbital_gap_ha": 0.3664,
  "lumo_energy_ev": 0.74,
  "elements": ["O", "N", "C", "C", "H", "H", "H", "H", "H", "H", "H", "H", "H"],
  "xyz": [[0.54250, 1.71706, -3.14517], [-0.89150, 0.69640, 0.42662], [0.18667, -0.17690, 0.90587], [-0.33096, -1.45411, 1.55955], [-0.60912, -1.25650, 2.57306], [0.80557, 0.33731, 1.62688], [0.85440, -0.49640, 0.09075], [-1.12296, -1.83783, 0.94577], [-1.61341, 0.06505, 0.08287], [-0.58571, 1.22360, -0.37993], [1.11723, 0.99618, -2.85729], [1.17741, 2.37978, -3.40540], [0.46989, -2.19366, 1.57643]],
  "lowdin_charge": [-0.056, -0.014, -0.360, -0.106, 0.062, 0.091, 0.093, 0.060, 0.055, 0.045, 0.034, 0.026, 0.070]
}


## two
{
  "formula": "C2H9NO",
  "method": "wB97M-V/def2-TZVPD",
  "total_charge": 0,
  "orbital_gap_ha": 0.2750,
  "lumo_energy_ev": -1.55,
  "elements": ["O", "N", "C", "C", "H", "H", "H", "H", "H", "H", "H", "H", "H"],
  "xyz": [[-0.05049, 0.60969, -1.36125], [-1.94677, -0.21747, 0.77481], [1.37332, 0.21283, 0.47095], [0.96268, -0.04821, -0.88075], [0.44852, -1.60357, 3.67574], [0.84369, 0.98941, 1.00193], [1.79255, -0.44851, -1.50657], [-2.55412, 0.59388, 0.68157], [0.63081, -1.55610, 2.97842], [-2.43415, -1.05019, 0.47018], [-1.25612, -0.03899, 0.04291], [0.52094, -1.06507, -0.56698], [2.02493, -0.43134, 1.05259]],
  "lowdin_charge": [-0.164, 0.015, 0.187, -0.538, 0.022, 0.088, 0.146, 0.015, -0.003, 0.005, -0.050, 0.209, 0.067]
}


## three
{
  "formula": "C2H9NO",
  "method": "wB97M-V/def2-TZVPD",
  "total_charge": 0,
  "orbital_gap_ha": 0.3792,
  "lumo_energy_ev": 0.66,
  "elements": ["O", "N", "C", "C", "H", "H", "H", "H", "H", "H", "H", "H", "H"],
  "xyz": [[2.04796, 0.28150, 1.10015], [-1.39177, 0.15254, 0.98401], [2.03608, 0.06364, -0.23497], [-1.34684, -0.04790, -0.49077], [3.06632, 0.34959, -0.84793], [-1.75661, -0.76910, 1.32692], [-2.51038, 0.83815, 1.10413], [-1.10292, 0.81685, -1.08674], [1.18751, -0.07392, 1.41678], [1.76935, -1.00104, -0.66592], [1.06757, 0.66677, -0.72542], [-0.63135, -0.92726, -0.80118], [-2.43492, -0.34982, -1.07903]],
  "lowdin_charge": [-0.122, -0.119, -0.286, -0.306, 0.123, 0.045, 0.199, 0.028, 0.079, 0.079, 0.086, 0.079, 0.114]
}


Verdict on stability: two comes out at the bottom.


## one
{
  "formula": "C2H9NO",
  "method": "wB97M-V/def2-TZVPD",
  "smiles": "CNC.O",
  "total_charge": 0,
  "orbital_gap_ha": 0.3532,
  "lumo_energy_ev": 0.76,
  "elements": ["O", "N", "C", "C", "H", "H", "H", "H", "H", "H", "H", "H", "H"],
  "xyz": [[-1.46116, -2.80370, 1.90900], [1.05551, 0.52412, -0.65897], [-0.25852, 0.19993, -1.16010], [1.07414, 1.72762, 0.15814], [1.97428, 1.77845, 0.76634], [-1.35062, -3.64563, 1.42297], [0.23913, 1.72648, 0.87435], [-0.54584, 1.00771, -1.83379], [-0.19949, -0.69064, -1.78588], [-1.94771, -2.26180, 1.28393], [-1.04828, 0.02415, -0.42005], [1.03895, 2.63311, -0.44008], [1.42960, -0.21981, -0.11585]],
  "lowdin_charge": [-0.070, -0.187, -0.165, -0.154, 0.072, 0.047, 0.072, 0.077, 0.072, 0.019, 0.066, 0.071, 0.080]
}


## two
{
  "formula": "C2H9NO",
  "method": "wB97M-V/def2-TZVPD",
  "smiles": "CN.CO",
  "total_charge": 0,
  "orbital_gap_ha": 0.3816,
  "lumo_energy_ev": 0.84,
  "elements": ["O", "N", "C", "C", "H", "H", "H", "H", "H", "H", "H", "H", "H"],
  "xyz": [[1.80539, -0.97871, 1.12169], [0.11699, 0.63734, -1.45713], [0.71112, -0.86376, 1.97903], [-1.28026, 0.71341, -1.19444], [0.47880, 1.42324, -2.04176], [-1.84845, 1.12936, -2.01529], [-1.81140, -0.08836, -0.99920], [0.29225, -0.38308, -2.02346], [-0.20475, -1.53535, 1.67305], [0.48987, 0.17912, 2.22666], [-1.16982, 1.58522, -0.49399], [1.30596, -0.51300, 0.30921], [1.11429, -1.30542, 2.91564]],
  "lowdin_charge": [-0.173, -0.122, -0.244, -0.226, 0.080, 0.062, 0.018, 0.156, 0.107, 0.071, 0.099, 0.100, 0.074]
}


## three
{
  "formula": "C2H9NO",
  "method": "wB97M-V/def2-TZVPD",
  "smiles": "NCO.C",
  "total_charge": 0,
  "orbital_gap_ha": 0.4004,
  "lumo_energy_ev": 0.95,
  "elements": ["O", "N", "C", "C", "H", "H", "H", "H", "H", "H", "H", "H", "H"],
  "xyz": [[0.46733, -1.27361, 0.97548], [0.06094, -0.92433, -1.32256], [-1.21294, 2.40263, 0.58760], [0.91374, -0.61479, -0.20522], [-1.44903, 1.94832, -0.37793], [0.93663, 0.45995, -0.01474], [-0.59198, -0.18861, -1.54598], [-0.74006, 1.63796, 1.21056], [-0.47600, 3.19532, 0.45961], [1.91476, -1.00427, -0.39688], [0.55140, -1.22353, -2.15021], [-0.39991, -1.63254, 0.76110], [-2.14707, 2.74663, 1.03508]],
  "lowdin_charge": [-0.083, 0.023, -0.047, -0.353, 0.007, 0.092, 0.058, 0.011, 0.021, 0.112, 0.068, 0.071, 0.020]
}


Verdict on stability: two comes out at the bottom.


## one
{
  "formula": "C2H9NO",
  "method": "wB97M-V/def2-TZVPD",
  "smiles": "CCN.O",
  "total_charge": 0,
  "orbital_gap_ha": 0.4145,
  "lumo_energy_ev": 0.93,
  "elements": ["O", "N", "C", "C", "H", "H", "H", "H", "H", "H", "H", "H", "H"],
  "xyz": [[-1.50788, 1.65521, -1.78187], [0.80862, -0.22079, -0.61333], [0.96716, -0.93680, 0.74022], [-0.10102, -0.72074, 1.76009], [-2.33841, 1.33622, -1.40447], [-1.01969, -0.12341, 1.39445], [1.92742, -0.89315, 1.29392], [0.97512, 0.74753, -0.46144], [1.73835, -0.45012, -1.02128], [0.19743, -0.09030, 2.55457], [0.94877, -1.94294, 0.38547], [-0.69740, 1.30850, -1.37855], [-0.52572, -1.64323, 2.18373]],
  "lowdin_charge": [-0.079, -0.010, -0.323, -0.127, 0.035, 0.097, 0.108, 0.032, 0.079, 0.042, 0.083, -0.013, 0.074]
}


## two
{
  "formula": "C2H9NO",
  "method": "wB97M-V/def2-TZVPD",
  "smiles": "NCO.C",
  "total_charge": 0,
  "orbital_gap_ha": 0.3859,
  "lumo_energy_ev": 0.96,
  "elements": ["O", "N", "C", "C", "H", "H", "H", "H", "H", "H", "H", "H", "H"],
  "xyz": [[-0.46653, -0.03428, 1.35561], [-1.86924, 0.70604, -0.41240], [-1.21335, -0.38382, 0.18388], [2.16820, -0.05583, -0.46625], [1.72683, 0.85157, -0.87829], [3.23209, 0.05177, -0.27515], [-0.51756, -0.80847, -0.53996], [1.64619, -0.28616, 0.45607], [-1.38882, 1.46574, -0.86334], [-0.61389, -0.61183, 2.11697], [1.99299, -0.84129, -1.20128], [-1.97790, -1.09019, 0.51436], [-2.71900, 1.03675, 0.00980]],
  "lowdin_charge": [-0.100, 0.025, -0.359, -0.052, 0.021, 0.016, 0.098, -0.005, 0.072, 0.080, 0.018, 0.117, 0.069]
}


Verdict on stability: one comes out at the bottom.


## one
{
  "formula": "CH3NO3S",
  "method": "wB97M-V/def2-TZVPD",
  "total_charge": 0,
  "orbital_gap_ha": [0.2992, 0.2860],
  "lumo_energy_ev": [-1.35, -1.55],
  "elements": ["S", "O", "O", "O", "N", "C", "H", "H", "H"],
  "xyz": [[-0.32369, 1.24972, 0.10600], [-1.88378, -1.30594, 0.31432], [-3.12728, 0.37360, -0.35692], [1.54725, -0.26362, -0.93859], [-2.20251, -0.22365, 0.03077], [1.06727, 0.09714, 0.32534], [0.90903, -0.81118, 0.83270], [2.24567, 0.29237, -1.30315], [1.76804, 0.59155, 0.98954]],
  "lowdin_charge": [0.762, 0.115, 0.103, -0.143, -0.414, -0.641, 0.064, 0.088, 0.067]
}


## two
{
  "formula": "CH3NO3S",
  "method": "wB97M-V/def2-TZVPD",
  "smiles": "O=[N+]([O-])[C@@H](O)S",
  "total_charge": 0,
  "orbital_gap_ha": 0.3549,
  "lumo_energy_ev": -0.50,
  "elements": ["S", "O", "O", "O", "N", "C", "H", "H", "H"],
  "xyz": [[0.02452, 1.57582, -0.41006], [-2.32510, -0.67047, -0.92484], [-2.67083, 0.79932, 0.68916], [0.05703, -1.14768, -0.31397], [-2.00360, 0.00959, -0.00705], [-0.50246, -0.01277, 0.29551], [-0.69939, -1.32411, -0.93748], [0.15992, 0.94585, -1.53760], [-0.13136, -0.07600, 1.30617]],
  "lowdin_charge": [0.843, 0.105, 0.061, -0.058, -0.411, -0.610, 0.087, -0.137, 0.119]
}


Verdict on stability: one comes out at the bottom.